# 1
DFT (ωB97M-V with the def2-TZVPD basis set) results for a structure of composition C5H8NaO5Tm at a distorted geometry.

XYZ file:
```
20
Properties=species:S:1:pos:R:3:forces:R:3
C 2.043960 -0.084298 -1.169131 3.1 3.6 -0.9
O 3.164588 -0.574033 -1.135106 -2.8 -0.2 1.0
O 1.401194 0.401397 -2.143050 0.0 -2.2 0.1
Na 5.118560 -1.397356 -0.887441 0.4 -0.2 -0.1
O 1.587640 0.898503 0.048117 0.7 -1.1 -0.4
C 1.371671 0.251366 1.301087 0.3 -1.5 0.5
C 0.220956 -0.716142 1.036919 2.5 -1.2 -1.8
O -0.766609 0.080856 0.479886 -0.2 1.4 -0.8
C -2.068248 -0.417447 0.131195 -0.4 -0.5 -0.2
C -2.780314 0.778302 -0.504562 -1.8 -0.8 1.1
O -1.990465 1.398928 -1.461848 -1.3 -0.3 -0.5
Tm -0.116826 1.586492 -1.250693 1.2 1.4 0.8
H 1.160354 0.923555 2.143695 0.1 0.3 -0.7
H 2.271822 -0.332884 1.550206 -0.3 0.3 0.1
H -0.114183 -1.230426 1.948561 0.1 -0.4 -0.6
H 0.779937 -1.416225 0.079673 -2.1 1.0 2.9
H -2.567034 -0.783417 1.039805 0.0 0.1 -0.3
H -1.930942 -1.239144 -0.588890 -0.1 0.1 0.2
H -3.058298 1.477106 0.311307 0.1 -0.1 -0.5
H -3.727772 0.394859 -0.929734 0.4 0.3 0.1
```
Positions in Å, forces in eV/Å.

Results
⟨S²⟩ = 2.002
HOMO (spin up / spin down) = -17.3 / -17.3 eV
HOMO-LUMO gap (spin up / spin down) = 9.63 / 9.68 eV
Lowest unoccupied orbital energy (spin up / spin down) = -7.65 / -7.59 eV
Charge = +2
Multiplicity = 3
Relative energy (zero: lowest compared OMol25 entry of this formula, charge and spin) = 0.0726 eV

These are the Mulliken partial charges, in e, on atoms 1 to 4: 0.64, -0.57, -0.63, 1.05



# 2
DFT (ωB97M-V with the def2-TZVPD basis set) results for the ion C5H8O with charge -1 at a distorted geometry.

XYZ file:
```
14
Properties=species:S:1:pos:R:3:forces:R:3
C -1.194179 0.964132 1.026242 -0.1 -2.9 2.0
C -1.243471 1.081238 2.425052 -0.2 0.4 -1.6
C 0.802448 -0.882828 -1.681344 -1.0 -0.3 0.1
O 2.044586 -0.734768 -0.957720 0.0 -0.5 -0.7
C -0.323870 -0.175356 -0.984504 0.3 -0.6 0.2
C -0.430582 -0.109386 0.428620 -1.4 1.8 -0.8
H -2.074716 1.319263 0.505608 0.4 0.9 -0.6
H -0.586052 0.434667 2.986460 0.0 0.2 0.5
H -1.987164 1.736273 2.858395 0.1 -0.1 0.4
H 0.895626 -0.515988 -2.715149 0.1 0.2 0.0
H 0.644360 -1.969074 -1.838246 0.3 -0.1 0.5
H 2.357939 0.115539 -1.257060 0.2 0.5 0.3
H -1.224149 0.053061 -1.563504 0.4 0.4 -0.2
H -0.116797 -0.867046 1.138466 1.0 0.1 -0.1
```
Positions in Å, forces in eV/Å.

Results
⟨S²⟩ = 0.773
HOMO (spin up / spin down) = 0.0 / -2.1 eV
HOMO-LUMO gap (spin up / spin down) = 4.19 / 6.27 eV
Lowest unoccupied orbital energy (spin up / spin down) = 4.22 / 4.16 eV
Charge = -1
Multiplicity = 2
Relative energy (zero: lowest compared OMol25 entry of this formula, charge and spin) = 0.9619 eV

These are the Mulliken partial charges, in e, on atoms 1 to 4: -0.29, -0.85, -0.53, -0.54



# 3
DFT (ωB97M-V with the def2-TZVPD basis set) results for a structure of composition C5H8O.

XYZ file:
```
14
Properties=species:S:1:pos:R:3:forces:R:3
C 1.585752 -0.273254 0.489960 0.0 -0.1 0.0
C 0.656211 0.596917 -0.323856 0.1 0.0 -0.1
C -0.626519 0.087450 -0.948025 0.0 -0.1 -0.2
C -1.306943 -0.862314 0.021706 0.0 -0.4 -0.1
O -1.226691 0.103588 1.094134 0.0 0.0 0.1
C -0.669158 1.058784 0.196160 0.0 0.4 0.1
H 1.089407 -0.599975 1.409046 0.1 0.0 -0.1
H 2.488114 0.276841 0.773104 -0.1 0.0 0.0
H 1.897904 -1.163488 -0.070356 0.0 0.2 0.1
H 1.137066 1.338494 -0.960822 -0.1 -0.1 0.1
H -0.877729 0.218897 -1.994594 0.0 0.0 0.2
H -0.785837 -1.799626 0.261142 -0.1 0.2 0.0
H -2.353261 -1.069464 -0.225657 0.1 0.0 0.0
H -1.008319 2.087151 0.278055 0.1 -0.2 0.0
```
Positions in Å, forces in eV/Å.

Results
HOMO = -9.3 eV
HOMO-LUMO gap = 10.38 eV
Lowest unoccupied orbital energy = 1.12 eV
Relative energy (zero: lowest compared OMol25 entry of this formula, charge and spin) = 2.3542 eV

These are the Mulliken partial charges, in e, on atoms 1 to 4: -1.33, 0.08, -0.42, -0.35



# 4
DFT (ωB97M-V with the def2-TZVPD basis set) results for a structure of composition C5H8O.

XYZ file:
```
14
Properties=species:S:1:pos:R:3:forces:R:3
C -1.738463 -0.081947 0.439894 -0.1 0.0 0.0
C -0.310717 0.238390 0.137028 -0.4 0.0 0.0
C 0.295676 0.996592 -0.989573 0.0 0.1 0.0
C 0.769692 -0.412240 -0.704446 0.0 -0.3 -0.1
C 1.500840 -0.530378 0.617570 0.4 -0.1 0.0
O 0.535394 0.295494 1.287916 0.0 0.0 0.1
H -1.822016 -1.124324 0.762043 -0.1 0.1 0.0
H -2.075241 0.546858 1.271139 0.0 0.0 -0.2
H -2.399496 0.085805 -0.413336 0.1 0.0 0.0
H 0.916700 1.875850 -0.830251 0.0 -0.2 0.1
H -0.345809 1.044336 -1.868444 0.2 0.0 0.1
H 0.733632 -1.200269 -1.447786 -0.2 0.1 0.1
H 2.527800 -0.175056 0.748914 -0.1 0.1 -0.2
H 1.412007 -1.559111 0.989335 0.2 0.1 0.0
```
Positions in Å, forces in eV/Å.

Results
HOMO = -9.2 eV
HOMO-LUMO gap = 10.30 eV
Lowest unoccupied orbital energy = 1.09 eV
Relative energy (zero: lowest compared OMol25 entry of this formula, charge and spin) = 2.2751 eV

These are the Mulliken partial charges, in e, on atoms 1 to 4: -1.33, 0.96, -0.80, -0.23



# 5
DFT (ωB97M-V with the def2-TZVPD basis set) results for a structure of composition C5H8O.

XYZ file:
```
14
Properties=species:S:1:pos:R:3:forces:R:3
C 1.476369 -0.029438 -0.429453 0.2 0.3 -0.1
C 0.596106 0.160821 0.770020 0.0 0.0 0.1
C -0.761885 0.807085 0.532955 0.0 0.0 0.0
C -1.403946 -0.156021 -0.472223 -0.2 0.2 -0.1
O -0.718448 -1.407681 -0.319431 -0.2 -0.1 0.1
C 0.415079 -1.308044 0.431218 -0.1 0.0 0.2
H 1.105105 0.330939 -1.387269 0.0 -0.2 0.2
H 2.550851 0.054573 -0.283955 -0.1 0.0 0.0
H 1.095909 0.402765 1.707037 -0.1 -0.1 -0.2
H -0.703019 1.828065 0.142705 0.0 -0.2 0.0
H -1.324903 0.833686 1.473107 0.1 0.0 -0.2
H -1.278376 0.186772 -1.507447 0.0 -0.1 0.2
H -2.465725 -0.341853 -0.292023 0.1 0.1 -0.1
H 1.416886 -1.361665 -0.365241 0.3 0.0 -0.2
```
Positions in Å, forces in eV/Å.

Results
HOMO = -8.2 eV
HOMO-LUMO gap = 9.26 eV
Lowest unoccupied orbital energy = 1.01 eV
Relative energy (zero: lowest compared OMol25 entry of this formula, charge and spin) = 3.8467 eV

These are the Mulliken partial charges, in e, on atoms 1 to 4: -0.73, -0.11, -0.59, -0.52



# 6
DFT (ωB97M-V with the def2-TZVPD basis set) results for a cluster of 3 separate species, C5H8O in total at a distorted geometry.

XYZ file:
```
14
Properties=species:S:1:pos:R:3:forces:R:3
O 0.499379 2.712788 -1.242516 -0.5 -0.6 0.3
C -0.350892 1.927100 -0.861772 0.1 0.6 -0.2
C -0.091916 0.564697 -0.429443 -1.3 -1.9 0.5
C 1.143289 -0.303318 -0.325334 0.2 0.0 0.1
C 0.172675 -1.478390 0.003531 -0.2 -0.1 0.1
C -0.948610 -0.458557 -0.042047 1.2 1.4 -2.2
H -1.427617 2.221012 -0.831017 0.3 0.0 0.0
H 0.072848 0.503196 2.312897 -3.4 -3.0 0.1
H 1.722244 -0.418153 -1.249135 -0.2 0.0 0.1
H 1.850237 -0.056556 0.476370 -0.2 0.1 0.0
H 0.088229 -2.226869 -0.793159 0.1 0.1 0.1
H 0.312149 -2.004758 0.953976 0.1 0.1 -0.1
H -2.030183 -0.581935 -0.163937 0.3 0.2 0.6
H -1.011831 -0.400259 2.191586 3.6 3.0 0.7
```
Positions in Å, forces in eV/Å.

Results
HOMO (spin up / spin down) = -9.5 / -9.5 eV
HOMO-LUMO gap (spin up / spin down) = 8.63 / 8.63 eV
Lowest unoccupied orbital energy (spin up / spin down) = -0.82 / -0.82 eV
Relative energy (zero: lowest compared OMol25 entry of this formula, charge and spin) = 5.9689 eV

These are the Mulliken partial charges, in e, on atoms 1 to 4: -0.50, -0.17, 0.60, -0.50



# 7
DFT (ωB97M-V with the def2-TZVPD basis set) results for a cluster of 2 separate species, C5H8O in total.

XYZ file:
```
14
Properties=species:S:1:pos:R:3:forces:R:3
C 1.484938 -0.293307 0.806037 -0.1 -0.1 0.0
C 0.294347 -0.728917 0.435049 0.1 0.0 0.0
C -0.536535 -1.388755 -0.577536 0.1 -0.1 -0.2
C -1.138015 -0.846181 0.718869 -0.1 0.1 0.2
H 2.363389 -0.445242 0.182469 -0.1 0.0 0.1
H 1.628406 0.214004 1.757483 0.0 -0.1 -0.1
H -0.765094 -0.845643 -1.492657 0.0 -0.1 0.1
H -0.456924 -2.467387 -0.695775 0.0 0.2 0.0
H -1.466826 -1.560478 1.470411 0.1 0.1 -0.1
H -1.744231 0.054367 0.641899 0.1 -0.1 0.0
C 0.090605 2.074516 -0.808947 -0.3 0.0 0.0
O -1.112165 1.982207 -0.797661 0.5 0.1 0.0
H 0.650630 2.628336 -0.031673 -0.1 0.0 0.0
H 0.707470 1.622480 -1.607963 -0.1 0.0 0.0
```
Positions in Å, forces in eV/Å.

Results
SMILES = C=C1CC1.C=O
HOMO = -9.9 eV
HOMO-LUMO gap = 10.83 eV
Lowest unoccupied orbital energy = 0.97 eV
Relative energy (zero: lowest compared OMol25 entry of this formula, charge and spin) = 2.9321 eV

These are the Mulliken partial charges, in e, on atoms 1 to 4: -0.79, 0.26, -0.41, -0.45



# 8
DFT (ωB97M-V with the def2-TZVPD basis set) results for an isolated molecule of C5H8O.

XYZ file:
```
14
Properties=species:S:1:pos:R:3:forces:R:3
C 1.461019 -0.233197 -1.162515 0.0 0.0 -0.1
C 0.155263 -0.057731 -0.472715 0.4 0.1 -0.1
C -0.275111 1.091580 0.432328 0.0 0.2 0.0
C -1.176399 0.077074 1.207084 -0.1 0.1 0.1
C -0.679900 -1.012497 0.253777 0.0 -0.2 0.3
O -1.032725 -0.570549 -1.062317 -0.1 0.0 -0.2
H 2.276461 -0.199217 -0.431328 -0.1 0.0 -0.2
H 1.614452 0.564616 -1.894791 0.1 -0.1 0.0
H 1.476166 -1.200196 -1.671274 0.1 0.1 0.0
H 0.556228 1.436027 1.059190 -0.2 0.0 -0.1
H -0.746485 1.949484 -0.051830 0.0 -0.1 -0.1
H -0.794517 0.054144 2.225740 -0.2 -0.5 0.1
H -2.264815 0.189420 1.202774 0.2 0.2 0.0
H -0.569635 -2.088959 0.365878 0.0 0.3 0.2
```
Positions in Å, forces in eV/Å.

Results
SMILES = C[C@]12CC[C@H]1O2
HOMO = -9.6 eV
HOMO-LUMO gap = 10.74 eV
Lowest unoccupied orbital energy = 1.09 eV
Relative energy (zero: lowest compared OMol25 entry of this formula, charge and spin) = 2.0016 eV

These are the Mulliken partial charges, in e, on atoms 1 to 4: -1.25, 0.86, -0.62, -0.51



# 9
DFT (ωB97M-V with the def2-TZVPD basis set) results for an isolated molecule of C5H8O.

XYZ file:
```
14
Properties=species:S:1:pos:R:3:forces:R:3
O 1.777057 0.791634 -1.313924 0.1 -0.3 0.4
C 1.803379 0.409625 -0.166005 0.0 0.1 -0.3
C 0.568146 0.001006 0.593424 0.1 0.1 0.1
C -0.256747 -1.203689 0.026893 0.0 -0.1 0.0
C -1.341837 -0.218596 -0.466104 -0.2 0.0 -0.1
C -0.603612 0.953168 0.218716 -0.1 0.2 0.0
H 2.758380 0.414468 0.401250 0.0 -0.1 -0.1
H 0.800722 -0.098481 1.658084 0.0 0.1 -0.2
H 0.226488 -1.835999 -0.728504 0.0 0.3 0.1
H -0.606593 -1.862039 0.829468 0.1 0.2 -0.1
H -1.378107 -0.118861 -1.554091 0.0 0.0 0.2
H -2.352045 -0.413085 -0.096596 0.1 0.0 -0.1
H -0.289417 1.746245 -0.464005 -0.1 -0.2 0.1
H -1.105819 1.434607 1.061388 0.0 -0.3 0.0
```
Positions in Å, forces in eV/Å.

Results
SMILES = O=CC1CCC1
HOMO = -9.7 eV
HOMO-LUMO gap = 10.72 eV
Lowest unoccupied orbital energy = 0.98 eV
Relative energy (zero: lowest compared OMol25 entry of this formula, charge and spin) = 1.2980 eV

These are the Mulliken partial charges, in e, on atoms 1 to 4: -0.48, -0.29, 0.33, -0.76



# 10
DFT (ωB97M-V with the def2-TZVPD basis set) results for an isolated molecule of C5H8O at a distorted geometry.

XYZ file:
```
14
Properties=species:S:1:pos:R:3:forces:R:3
C 0.288522 -1.427223 -0.920078 0.1 -0.3 -0.1
C -0.404516 -0.364996 -0.129930 0.0 -0.3 -0.4
C 0.111516 0.001699 1.279614 -0.5 0.2 0.0
C 0.038615 1.433033 0.780075 -0.6 0.4 0.1
O -1.164338 1.836433 -0.338290 0.0 -0.3 1.5
C -0.080884 1.071532 -0.634880 0.5 -0.5 -0.1
H 1.349258 -1.168496 -1.025571 -0.1 -0.2 0.0
H 0.202965 -2.406861 -0.450812 0.1 -0.1 -0.1
H -0.155824 -1.454477 -1.920167 0.2 -0.2 0.1
H -1.492894 -0.459215 -0.073470 0.2 -0.1 -0.4
H 1.157855 -0.359301 1.383824 -0.4 0.7 -0.1
H -0.422508 -0.289414 2.188283 -0.2 0.0 -0.3
H -0.013335 2.340673 1.341738 1.0 0.6 -0.1
H 0.585567 1.246613 -1.480334 -0.2 0.2 0.0
```
Positions in Å, forces in eV/Å.

Results
SMILES = C[C@H]1C[C@@H]2O[C@@H]21
HOMO = -9.3 eV
HOMO-LUMO gap = 10.46 eV
Lowest unoccupied orbital energy = 1.12 eV
Relative energy (zero: lowest compared OMol25 entry of this formula, charge and spin) = 3.4991 eV

These are the Mulliken partial charges, in e, on atoms 1 to 4: -1.51, 0.38, -0.79, -0.42



# 11
DFT (ωB97M-V with the def2-TZVPD basis set) results for an isolated molecule of C5H8O.

XYZ file:
```
14
Properties=species:S:1:pos:R:3:forces:R:3
O -1.741900 0.657563 0.706978 -0.3 -0.1 0.1
C -0.849275 0.289836 -0.333134 0.3 -0.2 -0.3
C 0.374697 1.228185 -0.254940 0.0 0.0 0.0
C 1.472478 0.355209 0.304136 0.0 -0.2 0.0
C 1.106886 -0.921502 0.394186 0.1 0.2 0.0
C -0.297860 -1.142364 -0.105879 0.0 0.0 0.0
H -2.432614 -0.019261 0.738401 0.1 0.3 0.1
H -1.358516 0.370534 -1.305621 0.1 0.0 0.2
H 0.135130 2.084150 0.387798 0.0 -0.1 -0.1
H 0.650708 1.633036 -1.238260 -0.1 -0.1 0.1
H 2.453120 0.742038 0.570397 -0.2 -0.1 0.0
H 1.734080 -1.731149 0.761016 -0.1 0.2 -0.1
H -0.300115 -1.751691 -1.020379 0.0 0.2 0.1
H -0.922940 -1.668540 0.628883 0.1 0.0 -0.1
```
Positions in Å, forces in eV/Å.

Results
SMILES = OC1CC=CC1
HOMO = -9.3 eV
HOMO-LUMO gap = 10.29 eV
Lowest unoccupied orbital energy = 1.03 eV
Relative energy (zero: lowest compared OMol25 entry of this formula, charge and spin) = 0.7579 eV

These are the Mulliken partial charges, in e, on atoms 1 to 4: -0.57, 0.22, -0.72, -0.40



# 12
DFT (ωB97M-V with the def2-TZVPD basis set) results for an isolated molecule of C5H8O at a distorted geometry.

XYZ file:
```
14
Properties=species:S:1:pos:R:3:forces:R:3
C 1.835918 -0.374824 0.319762 -0.3 -0.4 -0.4
C 0.696876 0.348258 -0.422148 -1.2 -1.5 -1.0
C -0.264058 0.996299 0.458767 0.2 0.3 0.2
C -1.508041 0.520767 0.435924 0.5 0.0 -0.1
C -1.589914 -0.647246 -0.575232 0.0 0.9 0.8
O -0.281503 -0.749800 -1.150819 1.4 1.7 1.1
H 1.864229 -1.286075 -0.263620 0.5 -0.5 0.2
H 2.842927 0.080066 0.323353 -0.7 0.1 -0.3
H 1.581146 -0.626780 1.358697 -0.1 0.1 -0.4
H 1.115693 1.134282 -1.100270 -0.5 -1.2 -0.3
H 0.359968 1.751256 0.939506 -1.4 0.5 0.9
H -2.355896 0.872990 1.037124 0.4 -0.2 -0.3
H -2.390391 -0.450152 -1.325473 0.7 0.0 0.1
H -1.906959 -1.569047 -0.035570 0.5 0.3 -0.3
```
Positions in Å, forces in eV/Å.

Results
SMILES = C[C@@H]1C=CCO1
HOMO = -9.2 eV
HOMO-LUMO gap = 10.28 eV
Lowest unoccupied orbital energy = 1.07 eV
Relative energy (zero: lowest compared OMol25 entry of this formula, charge and spin) = 2.1497 eV

These are the Mulliken partial charges, in e, on atoms 1 to 4: -1.15, 0.42, -0.50, -0.42